No. 1
13
Properties=species:S:1:pos:R:3 method="wB97M-V/def2-TZVPD" multiplicity=1 homo_lumo_gap_ev=8.6 smiles=Nc1ccc(O)[nH]1 max_force_ev_per_a=0.55 e_homo_ev=-7.76 e_above_lowest_kj_mol=101.4 total_energy_ev=-9272.4509
N -2.24 -0.46 0.03
C -0.90 -0.01 0.21
C -0.27 1.21 0.12
C 1.13 0.97 0.06
C 1.31 -0.39 0.10
O 2.45 -1.12 -0.08
N 0.08 -0.98 0.22
H -2.62 -0.10 -0.84
H -2.90 -0.28 0.77
H -0.75 2.17 -0.07
H 1.94 1.68 -0.02
H 2.89 -0.73 -0.85
H -0.12 -1.96 0.32

No. 2
87
Properties=species:S:1:pos:R:3 method="wB97M-V/def2-TZVPD" multiplicity=1 homo_lumo_gap_ev=6.8 max_force_ev_per_a=0.79 e_homo_ev=-13.43 total_charge=+2 e_above_lowest_kj_mol=200.9 total_energy_ev=-115917.5645
Ti 0.16 -0.21 -0.30
C 3.27 -1.09 3.06
C 2.70 -0.67 1.74
N 1.82 0.23 1.58
N 1.39 0.89 2.70
C 0.32 1.70 2.62
N 0.00 2.42 3.69
S -0.60 1.78 1.21
C 3.18 -1.26 0.49
C 4.46 -1.80 0.43
C 5.00 -2.16 -0.79
C 4.24 -1.94 -1.92
C 2.96 -1.43 -1.77
N 2.40 -1.11 -0.60
H 2.48 -1.10 3.83
H 4.07 -0.42 3.39
H 3.67 -2.09 3.01
H 1.92 0.81 3.55
H 0.56 2.42 4.53
H -0.83 2.99 3.67
H 5.04 -1.90 1.34
H 6.00 -2.57 -0.85
H 4.61 -2.17 -2.91
H 2.37 -1.26 -2.65
O -3.83 -2.48 3.40
C -4.42 -1.56 2.66
O -5.57 -1.24 2.81
C -3.62 -0.95 1.53
C -4.14 -0.05 0.61
Cl -5.67 0.65 0.56
N -3.17 0.29 -0.27
N -2.01 -0.34 0.07
C -2.29 -1.07 1.15
C -1.13 -1.81 1.74
O -1.26 -2.63 2.62
O 0.00 -1.47 1.20
C -3.33 1.18 -1.39
C -4.40 0.96 -2.25
C -4.68 1.90 -3.23
C -3.87 3.02 -3.37
C -2.77 3.19 -2.55
C -2.50 2.28 -1.54
H -2.90 -2.66 3.14
H -5.02 0.08 -2.14
H -5.52 1.74 -3.88
H -4.10 3.75 -4.14
H -2.13 4.06 -2.66
H -1.67 2.46 -0.87
C -3.68 -1.31 -6.07
C -3.34 -2.41 -5.31
C -2.47 -2.28 -4.23
C -1.95 -1.02 -3.92
C -2.29 0.09 -4.69
C -3.15 -0.06 -5.77
P -0.67 -0.74 -2.67
C -0.47 -2.41 -1.95
C -1.64 -2.86 -1.30
C -1.69 -4.11 -0.71
C -0.59 -4.95 -0.78
C 0.53 -4.56 -1.49
C 0.58 -3.31 -2.09
C 0.70 -0.03 -3.55
C 0.97 -0.32 -4.87
C 1.99 0.38 -5.55
C 2.66 1.38 -4.91
C 2.40 1.71 -3.56
C 3.09 2.76 -2.91
C 2.81 3.06 -1.61
C 1.88 2.30 -0.89
C 1.17 1.26 -1.45
C 1.41 0.98 -2.84
H -4.35 -1.42 -6.91
H -3.73 -3.39 -5.55
H -2.20 -3.15 -3.66
H -1.88 1.06 -4.46
H -3.41 0.80 -6.37
H -2.52 -2.24 -1.28
H -2.60 -4.43 -0.21
H -0.62 -5.93 -0.31
H 1.37 -5.24 -1.61
H 1.44 -3.07 -2.70
H 0.39 -1.07 -5.40
H 2.20 0.15 -6.59
H 3.42 1.95 -5.44
H 3.83 3.32 -3.47
H 3.33 3.88 -1.12
H 1.73 2.55 0.15